1.
DFT (the ωB97M-V functional and the def2-TZVPD basis) results for an isolated molecule of C3H7NO in a non-equilibrium geometry.

```
12
C3H7NO | the Open Molecules 2025 dataset | the ωB97M-V functional and the def2-TZVPD basis
H 0.632 -0.512 1.682
H -1.309 -1.571 0.098
C 1.160 0.893 -0.037
H -2.466 0.299 0.771
H -0.523 -0.553 -1.265
H 1.652 1.488 0.785
C -0.911 -0.588 -0.164
H 2.357 -0.771 0.166
C 0.386 -0.313 0.537
N 1.511 -0.495 -0.383
O -1.948 0.436 -0.095
H 0.855 1.635 -0.810
```

Computed properties:
electronic energy = -6759.8201 eV
HOMO-LUMO gap = 10.745 eV
SMILES string = OC[C@@H]1CN1
multiplicity = 1
total charge = 0

Here are the Löwdin charges for atoms 1 to 2, given in e: number 1, H, carries 0.1699; number 2, H, carries 0.1091

***

2.
DFT (the ωB97M-V functional and the def2-TZVPD basis) results for an isolated molecule of C19H16ClN7O2S2 in a non-equilibrium geometry.

```
47
C19H16ClN7O2S2 | the Open Molecules 2025 dataset | the ωB97M-V functional and the def2-TZVPD basis
H -3.745 0.281 1.274
C -0.733 -0.959 0.297
H 1.018 0.202 -0.015
C -5.006 -6.194 3.039
N -2.094 5.180 -3.690
C 4.942 2.022 -0.897
Cl -5.613 -7.745 3.588
C -1.994 1.479 0.882
H 5.785 1.939 -1.600
C -4.073 -6.137 1.951
C -2.045 -0.987 0.710
C -3.587 -2.379 1.752
C -2.708 0.245 0.982
H -2.772 -4.855 0.786
H 2.089 4.108 -3.436
N 1.501 2.681 -0.738
H -1.255 4.947 -1.762
N -2.571 -2.276 0.919
H -5.473 -2.898 3.602
S 3.502 2.131 1.209
H -3.784 -7.034 1.414
H 1.556 1.952 -2.742
C -0.658 1.459 0.537
N -1.122 4.995 -2.753
H -0.210 -1.869 0.068
S 0.324 2.974 0.483
C -0.025 0.227 0.221
H 6.021 1.915 1.009
C 2.789 2.358 -0.376
H 0.010 2.427 -2.195
H -2.512 2.418 1.118
O -0.529 4.103 0.057
C -3.577 -4.899 1.528
H -4.064 -1.506 2.206
C -4.111 -3.701 2.115
N -1.516 5.008 -4.815
H 1.581 4.828 -1.932
C 1.076 2.743 -2.138
N 3.632 2.149 -1.358
H -6.329 -5.115 4.320
C 1.298 4.120 -2.717
C -5.558 -5.011 3.559
N -0.209 4.624 -4.667
C 5.075 1.986 0.477
C 0.025 4.616 -3.366
C -5.127 -3.779 3.112
O 0.958 3.226 1.789
```

Computed properties:
electronic energy = -68678.6385 eV
HOMO-LUMO gap = 7.706 eV
SMILES string = O=S(=O)(c1ccc(/N=C/c2ccc(Cl)cc2)cc1)N(CCc1nnn[nH]1)c1nccs1
multiplicity = 1
total charge = 0

Here are the Löwdin charges for atoms 1 to 2, given in e: number 1, H, carries 0.0975; number 2, C, carries -0.0166

***

These records have E_HOMO values of -9.818 -8.846 eV, in the order they appear.